Record 1
This record from the Open Molecules 2025 dataset describes C2H4InN2O8 as an isolated structure. The level of theory is ωB97M-V with the def2-TZVPD basis set.

CARTESIAN COORDINATES (ANGSTROEM)
In  -0.18268  -1.57542  2.00778
N  -2.47837  1.58810  2.87942
O  -2.66161  2.27996  3.86478
O  -3.25106  1.52537  1.90230
O  -1.57264  0.79293  2.92586
N  2.97084  -2.43932  0.97021
O  3.95329  -2.66221  0.30457
O  2.58658  -1.28226  1.28172
O  2.29227  -3.37301  1.37075
O  -1.73037  1.41607  -3.13429
C  -0.51604  0.65359  -2.92584
C  0.14479  0.60990  -1.48999
O  -0.47528  0.30377  -0.28872
H  0.20294  1.02092  -3.65813
H  -0.86382  -0.32093  -3.26855
H  0.61926  1.57254  -1.29944
H  0.96184  -0.11000  -1.44242

Atoms 1-6, force components in eV/Å:
0.1825 1.2688 -1.1124
-2.1280 -1.1453 -1.0605
-0.9219 2.2876 1.2177
-0.4775 1.1083 0.1544
3.6123 -2.6538 -0.0226
-1.0277 0.8031 0.6448

Net charge: -2
Kohn-Sham gap (alpha / beta) (eV): 6.44 / 5.90
HOMO (alpha / beta) (eV): -1.3 / -1.1
Multiplicity: 2
Lowest unoccupied orbital energy (alpha / beta) (eV): 5.16 / 4.76

natural (NBO) atomic charge list, values in e, 2 entries: 0.856 0.729

---

Record 2
This record from the Open Molecules 2025 dataset describes one molecule with the formula C3H5NO. The level of theory is ωB97M-V with the def2-TZVPD basis set.

CARTESIAN COORDINATES (ANGSTROEM)
O  -1.81286  0.20230  -0.30079
C  -0.63231  -0.29970  0.28512
C  0.51742  0.58779  -0.20076
C  1.81157  -0.06704  0.00192
N  2.80897  -0.63242  0.15062
H  -2.45652  -0.51291  -0.34557
H  -0.68331  -0.27247  1.38337
H  -0.43749  -1.33784  -0.01460
H  0.50766  1.55552  0.31044
H  0.37687  0.77677  -1.26975

Atoms 1-6, force components in eV/Å:
-0.2410 -0.1233 -0.0362
0.3432 -0.1492 0.1605
-0.0155 0.0336 -0.0367
0.8077 -0.4494 0.1267
-0.9035 0.5506 -0.1042
0.0002 0.1703 0.0327

Net charge: 0
Kohn-Sham gap (eV): 11.73
Energy relative to the best compared isomer or geometry (same formula, charge and spin) (kcal per mole): 13.3
HOMO (eV): -11.1
Multiplicity: 1
SMILES string: N#CCCO
Lowest unoccupied orbital energy (eV): 0.66

natural (NBO) atomic charge list, values in e, 2 entries: -0.717 -0.047

---

Record 3
This record from the Open Molecules 2025 dataset describes a 3-piece molecular cluster, C4H13NO2 overall. The level of theory is ωB97M-V with the def2-TZVPD basis set.

CARTESIAN COORDINATES (ANGSTROEM)
C  -0.80207  1.43541  0.88795
N  0.06419  0.36723  0.41924
C  1.26932  0.76401  -0.34220
C  0.57862  0.17136  -2.63877
C  1.42976  -0.01613  -1.64550
H  -0.59370  1.69133  1.93348
H  -1.87196  1.21638  0.83913
H  -0.65296  2.38613  0.35603
H  -0.50805  -0.14056  -0.25141
H  1.35264  1.84167  -0.53109
H  2.04468  0.52204  0.42502
H  0.64701  -0.43404  -3.52700
H  -0.15945  0.95777  -2.77480
H  2.18600  -0.79117  -1.58774
H  1.99764  -1.47594  2.40202
H  0.55531  -1.35932  1.79957
O  1.17882  -1.96729  2.25009
H  -2.69066  -2.15328  0.06874
H  -3.05779  -1.67204  1.41386
O  -2.96735  -1.34357  0.50341

Atoms 1-6, force components in eV/Å:
0.1347 1.2831 0.7862
-1.3263 -0.4410 -1.3394
0.9548 -0.2914 1.4565
0.4188 -0.2348 -1.1454
-0.5474 0.5513 1.6576
0.0467 -0.1621 0.0030

Net charge: 0
Kohn-Sham gap (eV): 9.79
Energy relative to the best compared isomer or geometry (same formula, charge and spin) (kcal per mole): 39.2
HOMO (eV): -9.0
Multiplicity: 1
SMILES string: C=CCNC.O.O
Lowest unoccupied orbital energy (eV): 0.76

natural (NBO) atomic charge list, values in e, 2 entries: -0.419 -0.649

---

Record 4
This record from the Open Molecules 2025 dataset describes a 2-piece molecular cluster, C5H5O2S2 overall. The level of theory is ωB97M-V with the def2-TZVPD basis set.

CARTESIAN COORDINATES (ANGSTROEM)
C  2.15166  0.86800  0.69442
C  0.81039  0.85786  0.24669
C  2.86426  -0.27491  0.53485
C  0.48975  -0.34969  -0.27583
C  -1.46605  -0.71528  -0.94575
O  -3.20477  1.37524  -0.59447
O  -3.81322  -0.76243  0.45781
S  1.74130  -1.49520  -0.06017
S  -2.75051  0.24751  0.29773
H  2.47946  1.82564  1.11121
H  0.02278  1.63487  0.16601
H  3.72691  -0.74271  1.11381
H  -1.31599  -0.68911  -2.05212
H  -1.73596  -1.77979  -0.69418

Atoms 1-6, force components in eV/Å:
0.2438 2.2385 0.5754
-0.9521 -0.2712 -1.1670
-0.0724 -2.1699 1.3374
-4.0795 -1.5839 -0.8048
2.7160 -1.0444 1.2588
0.5030 -0.6860 0.8485

Net charge: -1
Kohn-Sham gap (eV): 6.84
Energy relative to the best compared isomer or geometry (same formula, charge and spin) (kcal per mole): 35.8
HOMO (eV): -3.8
Multiplicity: 1
Lowest unoccupied orbital energy (eV): 3.00

natural (NBO) atomic charge list, values in e, 2 entries: -0.254 -0.373

---

Record 5
This record from the Open Molecules 2025 dataset describes one molecule with the formula C6H13N. The level of theory is ωB97M-V with the def2-TZVPD basis set.

CARTESIAN COORDINATES (ANGSTROEM)
C  1.40160  2.90956  -0.45594
C  1.82699  1.61021  -1.14495
C  1.46702  0.31862  -0.43972
C  0.21545  0.00285  -0.12208
N  -0.23299  -1.17021  0.46988
C  -1.61103  -1.32213  0.84168
C  -2.15188  -2.72353  0.79718
H  2.19608  3.64644  -0.42170
H  1.09152  2.70160  0.56283
H  0.54349  3.38014  -0.94175
H  1.40274  1.55995  -2.15271
H  2.89163  1.61013  -1.36073
H  2.29395  -0.37134  -0.28781
H  -0.62098  0.66763  -0.32958
H  0.41692  -1.93412  0.49437
H  -2.26385  -0.63689  0.31199
H  -1.76880  -0.91194  1.85731
H  -1.95493  -3.28455  -0.11262
H  -1.89464  -3.34508  1.64530
H  -3.24827  -2.70733  0.78904

Atoms 1-6, force components in eV/Å:
-0.3552 -0.0168 0.0469
-0.1098 -0.3329 -0.6324
0.3400 0.3691 -0.2668
-0.4117 -0.5853 0.3330
0.3162 0.5133 -0.7555
-0.1723 0.4825 1.3224

Net charge: 0
Kohn-Sham gap (eV): 8.55
Energy relative to the best compared isomer or geometry (same formula, charge and spin) (kcal per mole): 22.1
HOMO (eV): -7.4
Multiplicity: 1
SMILES string: CC/C=C/NCC
Lowest unoccupied orbital energy (eV): 1.14

natural (NBO) atomic charge list, values in e, 2 entries: -0.614 -0.428

---

Record 6
This record from the Open Molecules 2025 dataset describes a 2-piece molecular cluster, C3H10N3 overall. The level of theory is ωB97M-V with the def2-TZVPD basis set.

CARTESIAN COORDINATES (ANGSTROEM)
C  -1.36025  -0.47753  -0.72502
C  -0.71606  -1.18216  0.20405
N  -0.62297  -0.77531  1.58136
N  -0.83484  -0.26790  -2.04671
H  -2.21882  0.12760  -0.44834
H  -0.07209  -2.03234  -0.01402
H  -0.59949  -1.57973  2.20044
H  -1.43706  -0.21508  1.82336
H  -1.56255  0.18976  -2.58902
H  -0.73226  -1.18830  -2.48437
C  2.02710  1.75284  0.53180
N  1.47363  0.64164  0.29019
H  1.91539  2.31496  1.45959
H  2.77072  2.19573  -0.12566
H  1.14807  0.34067  -0.64390
H  0.82148  0.15515  0.98626

Atoms 1-6, force components in eV/Å:
0.5461 0.5439 0.1842
0.1286 -0.3934 0.2888
-0.8366 -0.5798 -0.3880
-1.2243 -1.1897 0.0711
0.3724 0.4633 0.1123
0.3370 0.4342 -0.3111

Net charge: +1
Kohn-Sham gap (eV): 7.02
Energy relative to the best compared isomer or geometry (same formula, charge and spin) (kcal per mole): 73.3
HOMO (eV): -12.1
Multiplicity: 1
Lowest unoccupied orbital energy (eV): -5.03

natural (NBO) atomic charge list, values in e, 2 entries: -0.074 -0.132

---

Record 7
This record from the Open Molecules 2025 dataset describes C24H21Br2CrN4O4 as an isolated structure. The level of theory is ωB97M-V with the def2-TZVPD basis set.

CARTESIAN COORDINATES (ANGSTROEM)
Cr  -0.20033  0.02371  0.31995
C  0.19219  -1.29017  -3.54931
C  -0.75761  -1.18057  -2.39033
C  -1.88974  -0.37446  -2.45778
C  -2.74541  -0.22890  -1.36833
C  -3.89116  0.73481  -1.39975
C  -2.54708  -1.05765  -0.24804
C  -1.53696  -2.02860  -0.23640
C  -1.56252  -3.18956  0.71370
C  -0.55467  -1.96233  -1.23713
H  -0.32196  -1.73341  -4.40406
H  1.04755  -1.91960  -3.31208
H  0.56714  -0.31964  -3.88268
H  -2.11147  0.16750  -3.37174
H  -4.82463  0.23217  -1.14551
H  -4.00191  1.19294  -2.37993
H  -3.74294  1.52926  -0.66487
H  -3.29011  -1.05268  0.54251
H  -2.04197  -4.02315  0.19517
H  -2.15195  -2.98631  1.60457
H  -0.56427  -3.51765  1.00107
H  0.26822  -2.66876  -1.22322
Br  0.92364  -2.89008  6.16501
C  0.54477  -2.12829  4.51214
C  -0.73459  -1.66847  4.22081
C  -0.96673  -1.11885  2.97956
N  -0.01385  -1.02453  2.04820
C  1.24079  -1.41241  2.34569
C  1.55232  -1.98457  3.56234
C  2.23902  -1.08264  1.30779
C  3.56621  -1.45501  1.36332
C  4.43225  -1.03362  0.35879
Br  6.22566  -1.51317  0.41051
C  3.93958  -0.24691  -0.67776
C  2.60288  0.07679  -0.67608
N  1.76311  -0.33278  0.28691
H  -1.53117  -1.72771  4.94826
H  -1.94290  -0.73185  2.71669
H  2.56010  -2.29112  3.79910
H  3.93981  -2.06126  2.17491
H  4.58529  0.10793  -1.46793
H  2.17778  0.68783  -1.46097
O  0.19746  5.85907  0.34719
C  0.19667  5.41857  -0.89722
O  0.31769  6.12632  -1.85431
C  0.03636  3.93880  -1.12139
C  -0.01391  3.39258  -2.39129
N  -0.15437  2.06713  -2.25979
N  -0.21203  1.69775  -0.96964
C  -0.09216  2.83656  -0.27649
C  -0.15512  2.68693  1.20162
O  -0.11543  3.61322  1.96458
O  -0.28262  1.41897  1.55569
H  0.08205  5.15558  1.01794
H  0.03738  3.88507  -3.34970
H  -0.28436  1.38721  -2.99025

Atoms 1-6, force components in eV/Å:
-0.3669 0.0351 -0.2438
-0.0102 -0.0029 0.0116
-0.0037 0.0076 -0.0063
0.0400 0.0077 -0.0429
-0.0335 -0.0125 0.0133
0.0098 0.0035 -0.0064

Net charge: +2
Kohn-Sham gap (alpha / beta) (eV): 7.58 / 7.81
Energy relative to the best compared isomer or geometry (same formula, charge and spin) (kcal per mole): 1.7
HOMO (alpha / beta) (eV): -15.3 / -15.3
Multiplicity: 4
Lowest unoccupied orbital energy (alpha / beta) (eV): -7.70 / -7.47

natural (NBO) atomic charge list, values in e, 2 entries: 1.479 -0.652

---

Record 8
This record from the Open Molecules 2025 dataset describes C18H16BrClINO10PtSe as an isolated structure. The level of theory is ωB97M-V with the def2-TZVPD basis set.

CARTESIAN COORDINATES (ANGSTROEM)
Pt  0.17954  0.24572  -0.95580
N  -1.42891  -3.50877  -2.12009
C  -2.14802  -2.37751  -2.33714
O  -3.17210  -2.09628  -1.73645
C  -1.60781  -1.56487  -3.50525
I  -1.91022  0.51447  -3.26056
H  -1.64814  -3.95042  -1.23964
H  -0.42337  -3.47798  -2.36296
H  -2.12387  -1.87813  -4.41083
H  -0.53347  -1.68818  -3.63023
C  0.61117  2.65797  3.93760
C  0.74989  1.15925  3.75012
C  1.27709  -0.65751  5.26243
C  0.75527  -1.72761  4.66802
Cl  1.40400  -3.28054  5.16120
C  -0.32239  -1.80242  3.68967
C  -0.80432  -0.82660  2.92534
C  -0.31307  0.57989  2.76892
O  -1.31933  1.46109  2.49352
C  -1.89275  1.40268  1.16623
C  -1.30806  2.53116  0.28813
O  -1.64497  3.68144  0.56949
O  -0.51040  2.19487  -0.65108
H  1.52112  3.03750  4.40407
H  -0.24540  2.87318  4.57590
H  0.45828  3.14781  2.97894
H  2.04148  -0.76531  6.02212
H  -0.75381  -2.78934  3.57615
H  -1.59686  -1.07550  2.22901
H  -2.95818  1.58791  1.29734
H  -1.73003  0.42463  0.70653
Br  6.52637  0.92839  4.81324
C  5.31775  0.58028  3.37213
C  5.83162  0.11482  2.16934
C  4.94256  -0.13012  1.12138
C  3.58786  0.07435  1.27322
C  3.08058  0.55246  2.50499
C  3.97766  0.80943  3.57095
C  1.71339  0.76885  2.67611
O  0.90044  0.62731  5.06770
O  0.74859  0.54542  1.73497
H  6.89427  -0.04438  2.05372
H  5.30327  -0.47883  0.16247
H  2.91361  -0.11712  0.44503
H  3.61309  1.18161  4.51923
O  3.48451  -2.20908  -1.97672
Se  1.93092  -1.95085  -2.35986
O  1.05196  -1.64430  -0.93643
O  1.66864  -0.64458  -3.30389
O  1.24575  -3.29156  -3.01580

Atoms 1-6, force components in eV/Å:
0.1351 -0.1031 0.2998
0.1155 0.2445 0.1917
0.0745 -0.1466 -0.0462
-0.0739 0.0165 0.0015
0.0363 -0.0824 0.0153
-0.0075 -0.0341 0.0065

Net charge: -2
Kohn-Sham gap (alpha / beta) (eV): 5.59 / 5.90
Energy relative to the best compared isomer or geometry (same formula, charge and spin) (kcal per mole): 91.5
HOMO (alpha / beta) (eV): -1.9 / -2.3
Multiplicity: 3
Lowest unoccupied orbital energy (alpha / beta) (eV): 3.65 / 3.65

natural (NBO) atomic charge list, values in e, 2 entries: 0.585 -0.840

---

In order of appearance, total energy = -26662.8667, -6728.9970, -9942.4970, -31029.3679, -7921.8737, -7735.0843, -207873.9204, -200146.1802 eV.
In order of appearance, max |F| = 4.5, 1.1, 1.9, 4.4, 1.4, 2.4, 0.4, 0.4 eV/A.